1.
Density functional theory data (wB97M-V/def2-TZVPD) for a cluster of 2 separate species, C2H2FN3O in total.

ORCA input file:
```
! RIJCOSX wB97M-V def2-TZVPD def2/J DEFGRID3
* xyz 0 1
C 1.033 0.303 -0.641
C -2.239 -1.506 -0.783
N 0.002 0.278 -0.090
N -1.158 0.455 0.240
N -1.773 -2.484 -0.230
O -2.907 -0.944 -1.538
F -0.815 -2.509 0.741
H 1.866 -0.195 -1.041
H -1.328 0.614 1.224
*
```

Results
Frontier orbital gap: 9.68 eV
Highest occupied orbital energy: -9.403 eV
Energy relative to the best compared isomer or geometry (same formula, charge and spin): 5.237 eV
LUMO level: 0.27 eV

=====

2.
Density functional theory data (wB97M-V/def2-TZVPD) for a cluster of 2 separate species, C2H2FNO2 in total.

ORCA input file:
```
! RIJCOSX wB97M-V def2-TZVPD def2/J DEFGRID3
* xyz 0 3
C 2.986 -0.087 0.296
C -0.452 0.170 1.071
N 2.080 0.671 -0.001
O 3.758 -0.918 0.564
O -0.096 -0.940 1.379
F 2.459 1.954 -0.582
H -0.392 1.125 1.625
H -0.968 0.547 0.075
*
```

Results
<S²>: 2.019
Frontier orbital gap (spin up / spin down): 9.28 / 6.19 eV
Highest occupied orbital energy (spin up / spin down): -8.688 / -10.184 eV
Energy relative to the best compared isomer or geometry (same formula, charge and spin): 1.455 eV
LUMO level (spin up / spin down): 0.59 / -3.99 eV

=====

3.
Density functional theory data (wB97M-V/def2-TZVPD) for a structure of composition C2H2FNiO.

ORCA input file:
```
! RIJCOSX wB97M-V def2-TZVPD def2/J DEFGRID3
* xyz 2 4
H -0.080 -1.111 0.900
C -0.212 -0.504 -0.002
C -1.500 0.164 -0.031
O -1.926 1.249 -0.010
Ni 2.732 0.720 -0.006
F 0.993 0.536 0.078
H -0.008 -1.052 -0.929
*
```

Results
<S²>: 3.758
Frontier orbital gap (spin up / spin down): 4.91 / 9.15 eV
Highest occupied orbital energy (spin up / spin down): -18.123 / -24.011 eV
LUMO level (spin up / spin down): -13.22 / -14.86 eV

=====

4.
Density functional theory data (wB97M-V/def2-TZVPD) for a structure of composition C2H2FO2Pb.

ORCA input file:
```
! RIJCOSX wB97M-V def2-TZVPD def2/J DEFGRID3
* xyz -1 1
H -1.571 -0.213 0.237
O 0.319 1.511 0.090
C -0.540 0.636 -0.153
C -0.204 -0.801 0.230
O 1.001 -1.158 0.014
F -1.068 0.690 -1.463
H -0.637 -1.176 1.184
Pb 2.700 0.512 -0.140
*
```

Results
Frontier orbital gap (spin up / spin down): 5.25 / 5.67 eV
Highest occupied orbital energy (spin up / spin down): -2.029 / -2.408 eV
Energy relative to the best compared isomer or geometry (same formula, charge and spin): 2.589 eV
LUMO level (spin up / spin down): 3.22 / 3.26 eV

=====

5.
Density functional theory data (wB97M-V/def2-TZVPD) for a structure of composition C2H2FOYb.

ORCA input file:
```
! RIJCOSX wB97M-V def2-TZVPD def2/J DEFGRID3
* xyz 1 1
C -0.951 -0.347 0.022
C -1.421 -1.456 0.612
F -1.841 0.634 -0.306
O 0.218 -0.094 -0.452
H -2.485 -1.559 0.810
H -0.732 -2.251 0.888
Yb 2.314 0.486 -0.053
*
```

Results
Frontier orbital gap: 4.62 eV
Highest occupied orbital energy: -11.330 eV
Energy relative to the best compared isomer or geometry (same formula, charge and spin): 0.000 eV
LUMO level: -6.71 eV

=====

6.
Density functional theory data (wB97M-V/def2-TZVPD) for the molecule C2H2FP.

ORCA input file:
```
! RIJCOSX wB97M-V def2-TZVPD def2/J DEFGRID3
* xyz 0 1
C -0.500 -0.014 0.431
C 0.595 -0.225 -0.396
F 1.756 0.163 0.115
P -2.227 0.074 0.003
H -0.329 0.140 1.451
H 0.485 -0.512 -1.393
*
```

Results
Frontier orbital gap (spin up / spin down): 7.21 / 6.67 eV
Highest occupied orbital energy (spin up / spin down): -8.472 / -7.854 eV
Energy relative to the best compared isomer or geometry (same formula, charge and spin): 2.389 eV
LUMO level (spin up / spin down): -1.26 / -1.18 eV

=====

7.
Density functional theory data (wB97M-V/def2-TZVPD) for a structure of composition C2H2I2NO.

ORCA input file:
```
! RIJCOSX wB97M-V def2-TZVPD def2/J DEFGRID3
* xyz -1 1
C 1.101 0.539 -0.040
C 0.315 -0.633 -0.004
N 1.548 -0.412 0.661
O 2.464 -0.839 1.379
I -2.730 0.122 -2.400
I -1.833 -0.217 1.587
H 1.605 1.311 -0.508
H -2.471 0.129 -0.675
*
```

Results
Frontier orbital gap: 6.87 eV
Highest occupied orbital energy: -3.868 eV
Energy relative to the best compared isomer or geometry (same formula, charge and spin): 2.451 eV
LUMO level: 3.00 eV

=====

8.
Density functional theory data (wB97M-V/def2-TZVPD) for a structure of composition C2H2I2P2S2.

ORCA input file:
```
! RIJCOSX wB97M-V def2-TZVPD def2/J DEFGRID3
* xyz 0 1
C 0.003 1.918 0.558
C -0.096 0.885 -0.294
P -0.336 -1.633 1.332
P 1.551 -0.114 -1.132
S -1.090 -3.296 1.925
S 1.074 -2.081 -0.328
I -1.967 0.043 -0.734
I 0.683 -0.536 -3.342
H -0.818 2.574 0.983
H 0.997 2.240 1.032
*
```

Results
Frontier orbital gap: 7.56 eV
Highest occupied orbital energy: -8.769 eV
Energy relative to the best compared isomer or geometry (same formula, charge and spin): 0.623 eV
LUMO level: -1.21 eV

=====

9.
Density functional theory data (wB97M-V/def2-TZVPD) for the molecule C2H2I2S.

ORCA input file:
```
! RIJCOSX wB97M-V def2-TZVPD def2/J DEFGRID3
* xyz 0 1
C -0.492 -1.034 -0.456
C 0.706 0.023 -0.454
S -1.067 0.536 -0.794
I -0.985 -2.303 1.086
I -0.829 2.193 1.190
H 1.726 0.234 -1.063
H 0.942 0.351 0.490
*
```

Results
Frontier orbital gap (spin up / spin down): 7.00 / 7.00 eV
Highest occupied orbital energy (spin up / spin down): -8.414 / -8.415 eV
Energy relative to the best compared isomer or geometry (same formula, charge and spin): 2.330 eV
LUMO level (spin up / spin down): -1.41 / -1.42 eV

=====

10.
Density functional theory data (wB97M-V/def2-TZVPD) for the molecule C2H2I2S.

ORCA input file:
```
! RIJCOSX wB97M-V def2-TZVPD def2/J DEFGRID3
* xyz 0 1
I -0.417 -0.573 -2.404
C -0.496 -0.388 -0.282
S 0.125 -1.895 0.642
C 0.647 0.289 0.395
I 0.221 1.487 1.996
H -1.573 -0.225 -0.058
H 1.594 0.031 0.066
*
```

Results
Frontier orbital gap (spin up / spin down): 7.94 / 7.94 eV
Highest occupied orbital energy (spin up / spin down): -8.879 / -8.879 eV
Energy relative to the best compared isomer or geometry (same formula, charge and spin): 0.974 eV
LUMO level (spin up / spin down): -0.94 / -0.94 eV

=====

11.
Density functional theory data (wB97M-V/def2-TZVPD) for a structure of composition C2H2I2S2.

ORCA input file:
```
! RIJCOSX wB97M-V def2-TZVPD def2/J DEFGRID3
* xyz 0 1
C 0.037 0.263 -0.702
C -0.995 -0.031 0.179
S 1.511 -0.703 -0.339
S -1.191 -0.923 1.657
I 3.086 1.103 -0.084
I -2.955 0.966 -0.364
H 0.582 0.975 -1.999
H -0.074 -1.650 1.653
*
```

Results
Frontier orbital gap: 7.63 eV
Highest occupied orbital energy: -8.716 eV
Energy relative to the best compared isomer or geometry (same formula, charge and spin): 2.358 eV
LUMO level: -1.09 eV

=====

12.
Density functional theory data (wB97M-V/def2-TZVPD) for the molecule C2H2IN3.

ORCA input file:
```
! RIJCOSX wB97M-V def2-TZVPD def2/J DEFGRID3
* xyz 0 1
C -0.348 -0.646 -0.125
C -0.036 0.626 0.027
N 2.197 -0.967 1.043
N 1.217 1.058 0.489
N 1.900 0.088 0.784
I -2.179 -1.258 -0.904
H 0.444 -1.465 0.112
H -0.500 1.580 -0.261
*
```

Results
Frontier orbital gap: 8.97 eV
Highest occupied orbital energy: -8.875 eV
Energy relative to the best compared isomer or geometry (same formula, charge and spin): 2.718 eV
LUMO level: 0.09 eV